(1)
Here is a structure of composition C34H43Cl2N2OP3Ti in a non-equilibrium geometry from the OMol25 dataset. Energies are from ωB97M-V with the def2-TZVPD basis set.

Cartesian coordinates (Å):
P1 2.2881 -5.9180 -1.1028
C1 1.3785 -5.4912 -2.5832
C2 2.2769 -5.8691 -3.6180
H1 3.3477 -5.8335 -3.4325
C3 1.7954 -6.4970 -4.7608
H2 2.4989 -7.0019 -5.4269
C4 0.4205 -6.5180 -5.0070
H3 0.0388 -7.0305 -5.8982
C5 -0.4676 -5.8768 -4.1239
H4 -1.5343 -5.8482 -4.3855
C6 0.0021 -5.3222 -2.9070
H5 -0.6984 -4.7810 -2.2532
C7 3.5493 -4.6522 -0.8108
C8 3.9477 -3.5977 -1.6738
H6 3.2738 -3.1911 -2.4425
C9 5.2401 -3.0439 -1.5546
H7 5.6016 -2.2877 -2.2702
C10 6.1137 -3.4836 -0.5425
H8 7.1532 -3.1237 -0.5132
C11 5.6421 -4.3716 0.4251
H9 6.3079 -4.7224 1.2225
C12 4.3379 -4.8605 0.3483
H10 3.9656 -5.4921 1.1495
C13 1.1571 -6.0510 0.3468
C14 1.3186 -7.4464 0.4367
H11 1.8473 -7.9593 -0.3778
C15 0.9537 -8.1572 1.5697
H12 1.1799 -9.2221 1.5918
C16 0.3211 -7.4806 2.6184
H13 0.0246 -8.0489 3.5091
C17 0.0650 -6.1040 2.5283
H14 -0.4591 -5.6075 3.3626
C18 0.4832 -5.3538 1.3968
H15 0.2256 -4.2760 1.3641
Ti1 -0.2139 0.3040 0.0565
C19 1.5283 0.6709 1.6204
C20 2.5142 -0.2188 1.8461
H16 1.3915 1.5852 2.2365
C21 2.4702 -1.5369 1.0817
O1 2.4429 -2.6487 2.0719
H17 2.5414 -3.5271 1.6724
C22 1.3283 -1.2148 0.3031
H18 3.3460 -1.7477 0.4318
C23 0.4394 -1.2949 -0.6448
Cl1 -0.6930 2.5828 0.3314
Cl2 -1.8198 0.0267 -1.6784
P2 1.3632 0.7990 -1.9939
C24 0.4706 2.0390 -2.9411
H19 0.3776 2.9318 -2.3158
H20 -0.5390 1.6597 -3.1380
H21 1.0234 2.2116 -3.8717
C25 2.8888 1.5726 -1.4357
H22 3.5562 0.8217 -0.9947
H23 2.6261 2.3077 -0.6675
H24 3.3620 2.0551 -2.3004
C26 1.9080 -0.3778 -3.2583
H25 1.1181 -1.1066 -3.4747
H26 2.8100 -0.9270 -2.9618
H27 2.1308 0.1798 -4.1763
P3 3.8905 0.1337 2.9934
C27 3.8100 1.9001 3.2206
C28 5.4183 -0.3964 2.2361
H28 2.7925 2.1950 3.5080
H29 4.1115 2.4044 2.2913
H30 4.5229 2.1055 4.0290
H31 5.4432 -1.4834 2.0754
H32 6.1991 -0.1069 2.9528
H33 5.5822 0.1298 1.2858
C29 3.5381 -0.7934 4.4703
H34 2.6199 -0.4192 4.9379
H35 4.3941 -0.6187 5.1313
H36 3.4310 -1.8593 4.2337
H37 0.0550 -2.2246 -1.0144
N1 -4.1314 -1.6658 4.5614
C30 -3.2562 -1.4719 3.5509
C31 -3.6483 -0.8116 2.3696
C32 -2.6931 -0.5003 1.4265
N2 -1.3583 -0.6612 1.6396
C33 -0.9955 -1.4863 2.6711
C34 -1.8977 -1.8631 3.6573
H38 -5.0952 -1.3439 4.4717
H39 -3.8713 -2.1073 5.4141
H40 -4.6908 -0.5180 2.2254
H41 -2.9815 -0.1391 0.4352
H42 0.0283 -1.8801 2.6740
H43 -1.5621 -2.4096 4.5394

## Properties
Net charge: +2
Calculated total energy: -116992.558 eV

(2)
Here is a cluster of 8 separate species, C34H43ClF22O16 in total in a non-equilibrium geometry from the OMol25 dataset. Energies are from ωB97M-V with the def2-TZVPD basis set.

Cartesian coordinates (Å):
O1 2.2904 -1.4415 -6.2507
C1 2.0810 -0.4148 -5.5966
O2 0.9030 0.0424 -4.9077
C2 0.7721 1.4929 -5.1176
C3 -0.6760 1.9362 -5.6385
C4 -1.5960 0.7301 -6.1530
F1 -2.4523 1.2005 -7.2514
C5 2.0756 1.9585 -5.9767
C6 3.0755 0.8440 -5.3299
Cl1 4.7843 0.7480 -5.9425
H1 0.9375 2.0915 -4.1419
H2 -1.2387 2.4127 -4.7504
H3 -0.6061 2.7491 -6.4457
H4 -1.0147 -0.1568 -6.5821
H5 -2.2985 0.4353 -5.2997
H6 2.3865 3.0485 -5.9239
H7 1.8147 1.5253 -7.0150
H8 2.8939 1.0447 -4.2064
C7 3.1717 -2.5937 -2.6445
C8 2.6136 -1.4547 -1.8140
O3 1.5356 -1.9126 -0.9817
C9 1.8901 -2.5060 0.1748
O4 3.0263 -2.6707 0.5319
C10 0.6481 -2.8936 0.9721
F2 -0.2978 -3.4743 0.2063
F3 0.0683 -1.8170 1.5495
F4 0.9144 -3.7614 1.9637
H9 2.3749 -3.0749 -3.2177
H10 3.9345 -2.2285 -3.3355
H11 3.6180 -3.3628 -2.0105
H12 2.1966 -0.6898 -2.4732
H13 3.3918 -0.9736 -1.2143
C11 -2.8104 -2.1729 1.5429
C12 -2.9494 -0.6766 1.3430
O5 -3.8519 -0.3911 0.2610
C13 -5.1649 -0.4168 0.5643
O6 -5.6042 -0.6628 1.6568
C14 -6.0002 -0.0495 -0.6596
F5 -5.5799 -0.6732 -1.7800
F6 -5.9537 1.2747 -0.9184
F7 -7.2994 -0.3653 -0.5147
H14 -2.5130 -2.6572 0.6105
H15 -2.0654 -2.3911 2.3084
H16 -3.7599 -2.6199 1.8455
H17 -1.9820 -0.2526 1.0659
H18 -3.2695 -0.1751 2.2608
C15 -6.2741 1.3802 -5.5132
C16 -7.4650 0.4489 -5.6280
O7 -7.9189 0.3715 -6.9884
C17 -7.2444 -0.4805 -7.7874
O8 -6.3121 -1.1506 -7.4295
C18 -7.8593 -0.4994 -9.1842
F8 -8.1389 0.7379 -9.6433
F9 -9.0189 -1.1890 -9.2107
F10 -7.0539 -1.0698 -10.0974
H19 -6.5134 2.3618 -5.9306
H20 -5.9809 1.5018 -4.4683
H21 -5.4156 0.9990 -6.0707
H22 -8.2975 0.8431 -5.0413
H23 -7.2380 -0.5463 -5.2357
C19 8.3773 -4.5643 2.3731
C20 7.1086 -3.7622 2.5878
O9 7.2455 -2.4407 2.0411
C21 7.0293 -2.3260 0.7156
O10 6.7430 -3.2450 -0.0049
C22 7.1580 -0.8693 0.2790
F11 8.2370 -0.2597 0.8154
F12 6.0852 -0.1382 0.6461
F13 7.2716 -0.7335 -1.0546
H24 9.2410 -4.0306 2.7784
H25 8.3032 -5.5391 2.8589
H26 8.5689 -4.7205 1.3094
H27 6.9268 -3.6416 3.6577
H28 6.2351 -4.2687 2.1680
C23 -5.0629 3.9401 4.9040
C24 -4.6375 2.5025 5.1364
O11 -3.2655 2.3131 4.7494
C25 -2.3389 2.6769 5.6580
O12 -2.5935 3.1412 6.7380
C26 -0.9365 2.3762 5.1359
F14 -0.7703 2.7536 3.8506
F15 -0.6559 1.0568 5.1867
F16 0.0241 2.9990 5.8410
H29 -4.8742 4.2325 3.8675
H30 -6.1244 4.0676 5.1200
H31 -4.4955 4.6258 5.5372
H32 -5.2361 1.8373 4.5107
H33 -4.7960 2.1970 6.1732
C27 -7.6645 -2.1264 7.9636
C28 -8.7627 -1.3606 7.2520
O13 -8.7501 0.0226 7.6407
C29 -7.8621 0.8070 6.9992
O14 -7.1027 0.4182 6.1503
C30 -7.9892 2.2523 7.4720
F17 -8.0925 2.3540 8.8121
F18 -9.0827 2.8545 6.9613
F19 -6.9348 3.0095 7.1150
H34 -7.7450 -1.9945 9.0457
H35 -7.7250 -3.1914 7.7309
H36 -6.6775 -1.7628 7.6701
H37 -9.7367 -1.7592 7.5433
H38 -8.6857 -1.4606 6.1658
C31 10.3672 2.6908 0.1103
C32 10.8048 1.2570 0.3373
O15 12.1789 1.0807 -0.0441
C33 13.0974 1.4492 0.8717
O16 12.8317 1.9065 1.9520
C34 14.5057 1.1636 0.3572
F20 14.6762 1.5479 -0.9246
F21 14.7979 -0.1529 0.4046
F22 15.4558 1.7924 1.0714
H39 10.5571 2.9899 -0.9239
H40 9.3025 2.8063 0.3230
H41 10.9253 3.3785 0.7492
H42 10.2157 0.5897 -0.2937
H43 10.6446 0.9455 1.3731

## Properties
Calculated total energy: -141022.636 eV
SMILES: O=C1O[C@H](CCF)C[C@@H]1Cl.CCOC(=O)C(F)(F)F.CCOC(=O)C(F)(F)F.CCOC(=O)C(F)(F)F.CCOC(=O)C(F)(F)F.CCOC(=O)C(F)(F)F.CCOC(=O)C(F)(F)F.CCOC(=O)C(F)(F)F

(3)
Here is a structure of composition C34H43F6OS2Si4TeYb in a non-equilibrium geometry from the OMol25 dataset. Energies are from ωB97M-V with the def2-TZVPD basis set.

Cartesian coordinates (Å):
Yb1 -16.3275 12.3056 -9.0261
F1 -22.8753 12.3228 -7.4036
C1 -21.6622 11.8517 -7.6953
C2 -20.5575 12.6147 -7.4766
F2 -20.6266 13.8534 -6.9695
C3 -19.3026 12.0776 -7.8061
F3 -18.2272 12.8691 -7.6260
C4 -19.1556 10.8346 -8.3674
S1 -17.5910 10.0667 -8.7447
C5 -20.3359 10.0950 -8.5946
F4 -20.2784 8.8619 -9.0667
C6 -21.5833 10.5609 -8.1960
F5 -22.6507 9.7824 -8.2967
O1 -14.4535 12.2075 -10.2709
S2 -13.9459 13.6265 -10.6842
C7 -12.1847 13.5816 -10.4214
C8 -11.3567 12.8275 -11.2475
C9 -10.0182 12.7175 -10.8520
C10 -9.5593 13.3097 -9.7224
C11 -10.4519 14.0297 -8.9200
C12 -11.7591 14.2409 -9.2956
C13 -14.0834 13.5653 -12.4598
C14 -14.1818 12.3872 -13.2021
C15 -14.2125 12.4321 -14.5853
C16 -14.1499 13.6732 -15.2265
C17 -14.0878 14.8535 -14.4697
C18 -14.0847 14.7935 -13.0826
H1 -11.6985 12.3163 -12.1359
H2 -9.3655 12.1064 -11.4747
H3 -8.5545 13.1236 -9.3699
H4 -10.1154 14.4882 -7.9873
H5 -12.4465 14.7330 -8.6501
H6 -14.2533 11.4642 -12.6182
H7 -14.2835 11.5111 -15.1254
H8 -14.1795 13.7371 -16.3025
H9 -14.1107 15.8054 -14.9582
H10 -14.1347 15.6768 -12.4419
F6 -22.8598 13.7902 -10.8213
C19 -21.5087 13.8318 -10.7481
C20 -20.7844 12.7745 -11.3079
C21 -19.3790 12.8080 -11.2219
C22 -18.7008 13.8823 -10.6053
C23 -17.1887 13.8818 -10.6156
C24 -19.4748 14.9077 -10.0424
C25 -20.8886 14.8785 -10.1393
H11 -21.3834 12.0072 -11.8819
H12 -18.7965 11.9685 -11.6060
H13 -16.7700 14.8761 -10.3542
H14 -16.8550 13.5796 -11.6272
H15 -18.9972 15.7603 -9.5570
H16 -21.4792 15.6973 -9.7283
C26 -15.8190 12.3646 -2.7915
Si1 -15.5375 10.9038 -3.9422
C27 -14.9715 9.3162 -3.0715
C28 -17.1361 10.5240 -4.8995
Si2 -13.8471 11.6222 -5.4528
Te1 -14.9465 13.5832 -6.6271
Si3 -13.0414 9.9474 -6.8605
C29 -12.4708 8.5492 -5.7199
C30 -14.2760 9.2718 -8.1478
C31 -11.7051 10.7909 -7.9027
Si4 -12.0184 12.4771 -4.2854
C32 -12.4798 14.1886 -3.6513
C33 -10.4698 12.6026 -5.3828
C34 -11.7084 11.2942 -2.8241
H17 -16.4456 12.1128 -1.9439
H18 -16.3415 13.1628 -3.3797
H19 -14.9067 12.7763 -2.3073
H20 -15.7606 9.0739 -2.3725
H21 -13.9971 9.3561 -2.6135
H22 -14.9443 8.5617 -3.8364
H23 -17.7980 10.0589 -4.1823
H24 -17.0879 9.8889 -5.7790
H25 -17.5550 11.4732 -5.1996
H26 -13.0751 7.6314 -5.8980
H27 -12.5393 8.8537 -4.6662
H28 -11.4400 8.2354 -5.9420
H29 -15.2284 9.0473 -7.7492
H30 -13.8915 8.3141 -8.5789
H31 -14.3183 10.0147 -8.9220
H32 -10.7367 10.6941 -7.3776
H33 -11.9724 11.8583 -7.9693
H34 -11.5601 10.3404 -8.8961
H35 -12.7463 14.7952 -4.5492
H36 -11.6839 14.6505 -3.0802
H37 -13.3423 14.1655 -2.9947
H38 -10.7490 13.2319 -6.2158
H39 -10.0947 11.6323 -5.7240
H40 -9.7134 13.1627 -4.7967
H41 -12.5474 11.2896 -2.1497
H42 -10.8253 11.6580 -2.2469
H43 -11.5143 10.2980 -3.1192

## Properties
Calculated total energy: -146314.731 eV
2S+1: 2